{
  "formula": "C32H50CrP2",
  "method": "ωB97M-V/def2-TZVPD",
  "largest_force_ha_per_bohr": 0.0880,
  "multiplicity": 4,
  "s2": 3.894,
  "e_tot_ha": -2976.2151,
  "de_lowest_ev": 0.000,
  "gap_ev": [7.497, 7.862],
  "total_charge": 1,
  "symbols": ["Cr", "C", "C", "C", "C", "C", "C", "H", "H", "H", "C", "H", "H", "H", "C", "H", "H", "H", "C", "H", "H", "H", "C", "H", "H", "H", "C", "C", "C", "C", "C", "C", "C", "C", "H", "H", "H", "H", "H", "H", "H", "H", "H", "H", "H", "H", "P", "C", "H", "H", "H", "C", "H", "H", "H", "C", "H", "H", "H", "P", "C", "H", "H", "H", "C", "H", "H", "H", "C", "H", "H", "H", "C", "C", "C", "C", "C", "C", "C", "C", "H", "H", "H", "H", "H"],
  "xyz": [[0.252631, 0.198362, 0.292216], [2.494985, 0.144094, 0.874819], [2.684623, 0.510473, -0.504171], [1.299009, 2.113720, 0.455328], [1.730566, 1.198136, 1.504822], [1.942008, 1.701605, -0.768909], [3.220737, -0.948747, 1.582906], [3.295147, -1.841874, 0.949899], [2.715559, -1.231196, 2.514962], [4.244582, -0.634662, 1.838310], [1.619301, 1.469432, 2.966355], [2.026909, 0.648450, 3.565384], [0.574217, 1.607719, 3.259839], [2.162463, 2.390769, 3.230125], [0.575814, 3.397988, 0.683627], [1.293192, 4.221044, 0.824677], [-0.064639, 3.326387, 1.569746], [-0.072362, 3.660893, -0.162583], [2.043604, 2.508017, -2.013130], [2.948199, 3.141447, -2.006659], [1.177398, 3.172070, -2.132592], [2.103463, 1.853691, -2.894523], [3.675293, -0.109181, -1.418729], [4.709729, 0.204567, -1.176012], [3.476740, 0.175785, -2.462580], [3.630404, -1.208264, -1.351365], [0.061269, -2.846654, -2.244446], [1.373888, -2.870649, -1.993274], [2.373109, -3.328970, -3.016672], [2.661117, -2.398284, -4.243280], [1.875644, -1.117084, -4.377776], [0.560238, -1.125831, -4.638762], [-0.205817, -2.413209, -4.823442], [-0.501176, -3.288170, -3.568880], [2.072010, -4.307790, -3.431534], [2.513023, -3.020674, -5.144523], [3.332169, -3.500322, -2.499818], [-0.143139, -4.305048, -3.804414], [-0.672472, -2.578148, -1.472931], [1.783067, -2.634023, -1.001314], [-1.593642, -3.370809, -3.463709], [-1.173856, -2.156325, -5.279273], [-0.003682, -0.200443, -4.807529], [0.320259, -3.060345, -5.546214], [3.730535, -2.136454, -4.213439], [2.459586, -0.187935, -4.341028], [-0.413062, -1.839368, 1.767287], [-0.191779, -1.412088, 3.534946], [-0.653090, -2.171657, 4.183195], [-0.671598, -0.447011, 3.720455], [0.872612, -1.325157, 3.787504], [-2.178788, -2.297222, 1.705397], [-2.438338, -2.963414, 2.543243], [-2.405779, -2.802216, 0.757614], [-2.780946, -1.384325, 1.771715], [0.484666, -3.416545, 1.598183], [0.230791, -3.889561, 0.642758], [0.235054, -4.101758, 2.422177], [1.566697, -3.237430, 1.609477], [-1.856706, 0.964923, -1.158010], [-1.321328, 1.985892, -2.589864], [-2.089959, 1.995003, -3.381320], [-0.395160, 1.567063, -3.003987], [-1.125453, 3.020687, -2.270061], [-2.880823, -0.324805, -1.978638], [-2.383940, -0.670766, -2.897169], [-3.881482, 0.068529, -2.233944], [-2.998276, -1.180601, -1.298910], [-3.077562, 2.031178, -0.333700], [-3.815322, 2.466355, -1.018023], [-2.555575, 2.839270, 0.181565], [-3.596369, 1.458892, 0.434978], [-1.186244, 0.753182, 1.506300], [-1.709437, 1.392935, 2.462593], [-2.333732, 2.122775, 3.495704], [-1.684438, 3.236065, 4.095292], [-2.280587, 3.889883, 5.174538], [-3.520721, 3.466621, 5.661055], [-4.189378, 2.396437, 5.051075], [-3.610251, 1.730644, 3.969594], [-0.720442, 3.569812, 3.707404], [-1.765341, 4.734593, 5.640634], [-3.972141, 3.972005, 6.522692], [-5.164190, 2.077794, 5.423756], [-4.123282, 0.899831, 3.482988]],
  "forces_ev_per_angstrom": [[-0.654, -0.267, -0.491], [-0.409, 1.380, -0.134], [-1.044, 0.297, 0.583], [1.044, -0.743, 0.631], [0.363, 0.505, -1.017], [0.060, -0.719, 1.197], [0.071, -0.293, 0.081], [0.062, 0.144, 0.158], [0.176, 0.062, -0.221], [-0.260, -0.068, -0.079], [-0.222, 0.064, 0.394], [-0.010, 0.201, -0.113], [0.229, 0.004, 0.045], [-0.054, -0.304, -0.108], [-0.112, 0.302, 0.060], [-0.217, -0.146, -0.020], [0.195, 0.061, -0.207], [0.162, -0.019, 0.135], [-0.309, 0.081, -0.554], [-0.289, -0.278, 0.123], [0.321, -0.152, 0.002], [-0.027, 0.270, 0.144], [0.117, -0.530, -0.545], [-0.501, -0.099, 0.004], [0.144, -0.170, 0.382], [0.155, 0.348, -0.109], [0.264, -0.093, 0.152], [-0.268, -0.052, 0.132], [0.493, -0.265, 0.036], [0.493, 0.052, -0.112], [-0.482, -0.058, -0.214], [0.479, 0.045, 0.069], [-0.311, 0.146, -0.366], [-0.497, -0.249, 0.059], [-0.002, 0.304, 0.335], [0.091, 0.396, 0.219], [-0.343, -0.036, -0.219], [-0.118, 0.271, 0.269], [0.401, 0.047, -0.132], [-0.397, 0.096, -0.305], [0.325, -0.046, -0.033], [0.327, -0.167, 0.011], [0.371, -0.215, 0.148], [-0.125, 0.379, 0.136], [-0.348, -0.140, -0.120], [-0.487, -0.271, 0.012], [0.360, 0.270, -0.307], [0.076, 0.001, 0.111], [0.170, 0.103, -0.266], [0.113, -0.250, 0.000], [-0.267, -0.091, -0.079], [-0.123, -0.122, -0.073], [0.121, 0.171, -0.301], [0.051, 0.066, 0.209], [0.145, -0.190, 0.018], [-0.029, -0.355, 0.157], [0.034, 0.080, 0.160], [0.055, 0.143, -0.256], [-0.268, -0.008, 0.032], [0.626, -0.257, -0.742], [-0.102, 0.067, -0.234], [0.227, 0.075, 0.325], [-0.266, 0.091, 0.069], [-0.080, -0.339, -0.093], [-0.173, -0.093, 0.113], [-0.071, 0.093, 0.314], [0.454, -0.133, 0.078], [-0.044, 0.198, -0.223], [-0.143, 0.140, 0.147], [0.242, -0.220, -0.113], [0.004, -0.043, -0.043], [-0.004, 0.001, -0.062], [-1.086, 2.518, 3.597], [1.535, -2.180, -3.607], [-0.670, 0.732, 1.121], [-0.479, -0.458, -0.036], [0.028, -0.080, -0.136], [-0.068, -0.107, -0.031], [0.236, 0.107, -0.110], [0.389, 0.331, 0.167], [-0.262, -0.124, 0.182], [-0.221, -0.307, -0.164], [0.195, -0.212, -0.412], [0.291, 0.109, -0.115], [0.144, 0.197, 0.186]]
}